# 1
The following is a DFT calculation (wB97M-V/def2-TZVPD) of a 4-piece molecular cluster, C15H35FNO9 overall.

Cartesian coordinates (Å):
N1 0.19 -0.11 -0.62
H1 1.28 -0.23 -0.66
H2 0.06 0.43 0.11
H3 -0.29 -0.98 -0.70
H4 -0.08 0.27 -1.48
C1 -1.88 0.89 4.58
C2 -3.39 0.97 4.42
O1 -3.47 1.01 2.99
C3 -2.23 1.10 2.38
O2 -2.03 1.11 1.22
O3 -1.29 1.11 3.32
F1 -3.80 2.13 5.12
H5 -1.54 -0.06 4.97
H6 -1.24 1.16 5.54
H7 -3.93 0.10 4.92
C4 3.58 0.93 0.71
O4 2.22 1.48 0.97
C5 2.01 2.89 0.86
C6 1.77 3.10 -0.63
O5 0.53 2.77 -0.87
C7 0.01 3.43 -2.01
C8 -1.51 3.12 -2.06
O6 -1.98 1.74 -1.68
C9 -3.49 1.71 -1.51
H8 3.54 -0.11 0.75
H9 4.28 1.11 1.37
H10 3.93 1.14 -0.30
H11 2.67 3.18 1.56
H12 1.01 2.98 1.39
H13 2.32 2.47 -1.20
H14 1.99 4.21 -0.79
H15 0.37 3.17 -2.88
H16 0.03 4.53 -2.00
H17 -1.84 3.25 -3.18
H18 -2.22 3.97 -1.67
H19 -3.59 0.73 -1.22
H20 -3.87 1.87 -2.61
H21 -3.93 2.45 -0.83
C10 0.34 -2.12 2.57
O7 1.14 -2.26 1.37
C11 1.91 -3.39 1.32
C12 2.43 -3.26 -0.16
O8 1.45 -3.21 -0.87
C13 1.65 -2.96 -2.24
C14 0.31 -3.08 -3.05
O9 -0.63 -2.13 -2.71
C15 -1.78 -2.26 -3.40
H22 -0.27 -1.28 2.59
H23 0.97 -2.42 3.51
H24 -0.48 -2.98 2.49
H25 1.38 -4.40 1.48
H26 2.92 -3.35 2.04
H27 2.95 -3.95 -0.53
H28 3.13 -2.48 -0.22
H29 2.29 -3.71 -2.61
H30 2.06 -1.95 -2.52
H31 -0.10 -4.08 -2.78
H32 0.55 -2.99 -4.06
H33 -2.18 -3.11 -3.02
H34 -1.77 -2.12 -4.51
H35 -2.42 -1.54 -2.93

Properties
Gap between HOMO and LUMO (eV): 10.32
Energy relative to the best compared isomer or geometry (same formula, charge and spin) (kcal/mol): 27.70
2S+1: 1
Net charge: +1
HOMO (Eh): -0.451
Total energy (a.u.): -1423.709576

Charges obtained by natural (NBO) population analysis, quoted in units of e:
1. N -0.8186
2. H 0.4471
3. H 0.4435
4. H 0.4519
5. H 0.4435
6. C -0.1889
7. C 0.4358
8. O -0.4981
9. C 0.9918
10. O -0.5813
11. O -0.4757
12. F -0.3421
13. H 0.2038
14. H 0.2609
15. H 0.1968
16. C -0.2566
17. O -0.5946
18. C -0.0927
19. C -0.0705
20. O -0.5394
21. C -0.0831
22. C -0.0875
23. O -0.5988
24. C -0.2332
25. H 0.1881
26. H 0.1832
27. H 0.1663
28. H 0.2041
29. H 0.2015
30. H 0.1663
31. H 0.1700
32. H 0.1682
33. H 0.1932
34. H 0.1705
35. H 0.1919
36. H 0.1913
37. H 0.1778
38. H 0.1976
39. C -0.2612
40. O -0.5726
41. C -0.0690
42. C -0.0399
43. O -0.5146
44. C -0.0802
45. C -0.0704
46. O -0.5650
47. C -0.2475
48. H 0.1943
49. H 0.1972
50. H 0.1676
51. H 0.1876
52. H 0.1670
53. H 0.1511
54. H 0.1268
55. H 0.1864
56. H 0.1577
57. H 0.1752
58. H 0.1779
59. H 0.1760
60. H 0.1829
61. H 0.1886

=====

# 2
The following is a DFT calculation (wB97M-V/def2-TZVPD) of C15H35N3O8P2SSc as an isolated structure.

Cartesian coordinates (Å):
Sc1 0.84 0.08 1.29
N1 -1.35 1.71 4.53
C1 -0.65 0.96 3.65
O1 -0.05 1.51 2.73
C2 -0.62 -0.54 3.86
C3 -0.43 -1.32 2.54
H1 -1.36 2.71 4.40
H2 -1.83 1.29 5.30
H3 -1.50 -0.82 4.45
H4 0.25 -0.69 4.50
H5 -1.41 -1.42 2.05
H6 -0.09 -2.33 2.79
C4 5.29 2.37 1.42
C5 4.36 1.19 1.55
O2 5.12 -0.01 1.70
P1 3.30 1.29 3.03
O3 2.68 2.74 3.17
O4 4.24 1.23 4.32
O5 2.32 0.17 3.06
P2 3.32 0.95 -0.03
O6 2.13 2.02 0.53
O7 2.66 -0.44 0.31
O8 -0.10 0.87 -0.17
H7 5.91 2.52 2.31
H8 4.72 3.29 1.24
H9 5.96 2.20 0.58
H10 4.52 -0.74 1.46
H11 1.87 2.85 2.63
H12 4.79 2.01 4.41
H13 1.27 1.89 0.01
C6 -0.04 3.55 -1.48
C7 -1.32 2.77 -1.20
C8 -2.44 3.77 -0.89
C9 -1.70 2.04 -2.53
C10 -1.19 1.84 -0.03
H14 -0.17 4.27 -2.30
H15 0.77 2.88 -1.78
H16 0.28 4.09 -0.59
H17 -2.61 4.45 -1.73
H18 -2.18 4.34 0.00
H19 -3.38 3.24 -0.68
H20 -1.70 2.69 -3.42
H21 -2.70 1.60 -2.43
H22 -0.99 1.23 -2.70
H23 -2.13 1.32 0.19
C11 -3.60 -1.86 -2.60
N2 -2.74 -3.03 -2.75
C12 -3.52 -4.27 -2.77
C13 -1.53 -3.03 -2.08
S1 -1.10 -1.85 -1.01
N3 -0.71 -4.09 -2.41
C14 -0.51 -4.40 -3.82
C15 0.52 -4.25 -1.65
H24 -4.36 -1.90 -3.38
H25 -3.02 -0.95 -2.70
H26 -4.08 -1.84 -1.62
H27 -4.14 -4.35 -1.87
H28 -2.87 -5.14 -2.82
H29 -4.18 -4.28 -3.64
H30 -1.40 -4.17 -4.40
H31 -0.27 -5.45 -3.95
H32 0.32 -3.80 -4.23
H33 0.31 -4.18 -0.59
H34 1.26 -3.48 -1.90
H35 0.93 -5.24 -1.88

Properties
Gap between HOMO and LUMO (eV): 3.59
Energy relative to the best compared isomer or geometry (same formula, charge and spin) (kcal/mol): 33.10
2S+1: 1
Net charge: -1
HOMO (Eh): -0.036
Total energy (a.u.): -3200.602725

Charges obtained by natural (NBO) population analysis, quoted in units of e:
1. Sc 1.7452
2. N -0.8054
3. C 0.7186
4. O -0.6858
5. C -0.4963
6. C -0.9913
7. H 0.4050
8. H 0.3908
9. H 0.1766
10. H 0.2374
11. H 0.2081
12. H 0.1990
13. C -0.6337
14. C -0.4586
15. O -0.7373
16. P 2.3891
17. O -1.0125
18. O -0.9744
19. O -1.1018
20. P 1.3743
21. O -1.0923
22. O -1.1816
23. O -0.9676
24. H 0.1914
25. H 0.2320
26. H 0.2257
27. H 0.4994
28. H 0.5534
29. H 0.5006
30. H 0.5505
31. C -0.6134
32. C -0.1119
33. C -0.5975
34. C -0.6330
35. C -0.3708
36. H 0.1801
37. H 0.1973
38. H 0.2045
39. H 0.1746
40. H 0.2038
41. H 0.1930
42. H 0.1680
43. H 0.1865
44. H 0.2097
45. H 0.1258
46. C -0.4125
47. N -0.4675
48. C -0.4077
49. C 0.2432
50. S -0.0630
51. N -0.4663
52. C -0.4098
53. C -0.4098
54. H 0.1827
55. H 0.2466
56. H 0.1902
57. H 0.1823
58. H 0.2140
59. H 0.1913
60. H 0.2162
61. H 0.1894
62. H 0.1876
63. H 0.2319
64. H 0.2027
65. H 0.1827

=====

# 3
The following is a DFT calculation (wB97M-V/def2-TZVPD) of C15H35N4O5Pt as an isolated structure.

Cartesian coordinates (Å):
Pt1 1.53 -1.09 -4.31
C1 0.36 2.01 -1.65
C2 0.95 0.62 -1.59
C3 0.09 -0.37 -0.87
O1 1.37 0.23 -2.83
H1 1.10 2.76 -1.94
H2 -0.13 2.28 -0.72
H3 -0.41 2.12 -2.43
H4 1.88 0.68 -0.98
H5 0.49 -1.38 -0.89
H6 -0.92 -0.41 -1.32
H7 -0.12 -0.02 0.14
C4 3.91 2.90 3.98
O2 4.69 3.33 4.80
N1 4.27 2.42 2.77
C5 3.34 1.80 1.84
C6 5.64 2.56 2.28
H8 2.81 2.92 4.12
H9 3.49 0.72 1.82
H10 3.47 2.28 0.87
H11 2.30 2.02 2.09
H12 6.15 1.59 2.32
H13 5.63 2.92 1.25
H14 6.16 3.29 2.90
C7 -0.77 -3.25 -3.11
O3 0.20 -2.52 -3.40
N2 -1.30 -4.18 -3.87
C8 -2.58 -4.75 -3.56
C9 -0.53 -4.83 -4.93
H15 -1.33 -3.08 -2.18
H16 -2.54 -5.83 -3.38
H17 -3.24 -4.57 -4.41
H18 -3.05 -4.26 -2.71
H19 -0.98 -4.68 -5.91
H20 0.50 -4.49 -4.90
H21 -0.56 -5.90 -4.76
C10 0.34 5.65 0.36
O4 0.95 6.52 -0.20
N3 0.62 5.06 1.54
C11 -0.22 4.00 2.05
C12 1.74 5.48 2.37
H22 -0.58 5.23 -0.10
H23 -0.82 3.45 1.33
H24 -0.93 4.47 2.76
H25 0.28 3.24 2.66
H26 2.09 6.46 2.07
H27 1.32 5.59 3.38
H28 2.53 4.74 2.50
C13 -2.84 -3.55 0.38
O5 -2.22 -4.50 -0.06
N4 -3.94 -3.63 1.16
C14 -4.74 -2.44 1.45
C15 -4.40 -4.90 1.65
H29 -2.53 -2.49 0.28
H30 -4.61 -2.12 2.48
H31 -5.80 -2.69 1.30
H32 -4.49 -1.65 0.75
H33 -4.03 -5.70 1.00
H34 -4.11 -5.11 2.69
H35 -5.49 -4.98 1.61

Properties
Gap between HOMO and LUMO (alpha / beta) (eV): 6.12 / 5.06
Energy relative to the best compared isomer or geometry (same formula, charge and spin) (kcal/mol): 0.00
2S+1: 3
Net charge: +1
HOMO (alpha / beta) (Eh): -0.410 / -0.410
Total energy (a.u.): -1306.666929

Charges obtained by natural (NBO) population analysis, quoted in units of e:
1. Pt 1.0597
2. C -0.6267
3. C 0.0608
4. C -0.6379
5. O -0.5259
6. H 0.2392
7. H 0.2258
8. H 0.2263
9. H 0.2226
10. H 0.2313
11. H 0.2076
12. H 0.2276
13. C 0.5298
14. O -0.5958
15. N -0.4395
16. C -0.4104
17. C -0.4184
18. H 0.1008
19. H 0.1976
20. H 0.1966
21. H 0.2005
22. H 0.1986
23. H 0.1940
24. H 0.2466
25. C 0.5713
26. O -0.7876
27. N -0.3652
28. C -0.4102
29. C -0.4228
30. H 0.1662
31. H 0.2213
32. H 0.2120
33. H 0.2317
34. H 0.2189
35. H 0.2228
36. H 0.2240
37. C 0.5376
38. O -0.5984
39. N -0.4436
40. C -0.4161
41. C -0.4188
42. H 0.0910
43. H 0.2038
44. H 0.2016
45. H 0.2027
46. H 0.2480
47. H 0.1976
48. H 0.1957
49. C 0.5303
50. O -0.6433
51. N -0.4209
52. C -0.4043
53. C -0.4279
54. H 0.0976
55. H 0.2041
56. H 0.2119
57. H 0.2058
58. H 0.2378
59. H 0.2094
60. H 0.2047

=====

# 4
The following is a DFT calculation (wB97M-V/def2-TZVPD) of C15H35N5O5 as an isolated structure.

Cartesian coordinates (Å):
C1 -0.18 -1.96 -1.53
O1 0.31 -1.94 -0.40
N1 0.23 -2.80 -2.51
C2 -0.30 -2.74 -3.89
C3 1.32 -3.72 -2.44
H1 -0.95 -1.25 -1.88
H2 -0.77 -3.56 -4.43
H3 0.37 -2.24 -4.58
H4 -1.14 -2.04 -3.96
H5 2.06 -3.52 -3.22
H6 1.88 -3.60 -1.51
H7 0.93 -4.71 -2.65
C4 2.30 3.16 1.11
O2 3.02 2.33 0.84
N2 1.42 3.16 2.17
C5 0.71 4.41 2.49
C6 1.20 2.20 3.21
H8 1.97 3.95 0.41
H9 1.01 5.26 1.88
H10 1.07 4.68 3.48
H11 -0.38 4.38 2.57
H12 0.18 1.95 3.49
H13 1.58 1.19 3.06
H14 1.63 2.56 4.13
C7 -3.79 -2.44 1.68
O3 -4.87 -3.05 1.77
N3 -3.50 -1.74 0.59
C8 -2.01 -1.45 0.28
C9 -4.44 -1.45 -0.49
H15 -2.98 -2.41 2.43
H16 -1.71 -0.41 0.18
H17 -1.85 -1.95 -0.67
H18 -1.37 -1.93 1.02
H19 -4.71 -2.31 -1.11
H20 -5.27 -1.03 0.09
H21 -4.12 -0.62 -1.12
C10 -0.29 -1.27 1.41
O4 -1.29 -1.69 1.99
N4 0.48 -0.34 2.06
C11 -0.02 0.27 3.31
C12 1.75 0.24 1.47
H22 -0.10 -1.50 0.35
H23 -0.72 1.10 3.26
H24 0.84 0.73 3.79
H25 -0.54 -0.43 3.97
H26 2.07 -0.38 0.63
H27 1.58 1.24 1.08
H28 2.63 0.30 2.10
C13 1.89 1.45 -3.59
O5 2.86 0.74 -3.85
N5 1.37 1.63 -2.38
C14 0.11 2.26 -2.00
C15 1.89 0.72 -1.26
H29 1.32 2.05 -4.32
H30 -0.16 2.96 -2.79
H31 0.11 2.73 -1.02
H32 -0.70 1.53 -1.90
H33 1.91 1.14 -0.26
H34 1.25 -0.16 -1.26
H35 2.90 0.33 -1.31

Properties
Gap between HOMO and LUMO (eV): 6.56
Energy relative to the best compared isomer or geometry (same formula, charge and spin) (kcal/mol): 523.00
2S+1: 1
HOMO (Eh): -0.231
Total energy (a.u.): -1241.767836

Charges obtained by natural (NBO) population analysis, quoted in units of e:
1. C 0.5442
2. O -0.6163
3. N -0.3890
4. C -0.4426
5. C -0.4197
6. H 0.1914
7. H 0.2275
8. H 0.2161
9. H 0.2154
10. H 0.2123
11. H 0.2351
12. H 0.2099
13. C 0.5525
14. O -0.5840
15. N -0.4560
16. C -0.4131
17. C -0.4536
18. H 0.1022
19. H 0.2137
20. H 0.1929
21. H 0.2028
22. H 0.2186
23. H 0.2301
24. H 0.1881
25. C 0.4953
26. O -0.6735
27. N -0.4318
28. C -0.5104
29. C -0.4070
30. H 0.1625
31. H 0.1479
32. H 0.1207
33. H 0.3232
34. H 0.1984
35. H 0.2146
36. H 0.1914
37. C 0.4130
38. O -0.6791
39. N -0.4342
40. C -0.3923
41. C -0.4153
42. H 0.3028
43. H 0.1692
44. H 0.1909
45. H 0.2253
46. H 0.2244
47. H 0.2008
48. H 0.2130
49. C 0.5285
50. O -0.6270
51. N -0.4237
52. C -0.4026
53. C -0.4651
54. H 0.0997
55. H 0.2123
56. H 0.2061
57. H 0.1872
58. H 0.2310
59. H 0.1834
60. H 0.2420